No. 1
Here is a molecular structure, C6H18AlF3N4O5PS2 in a non-equilibrium geometry from OMol25. Energies are from ωB97M-V with the def2-TZVPD basis set.

The geometry in XYZ format:
```
40
Properties=species:S:1:pos:R:3:forces:R:3:nbo_charge:R:1
S 2.972822 -3.973848 2.941585 -2.6 -7.7 3.8 2.302
S 3.815902 -2.710598 1.257704 5.7 5.3 -5.4 2.316
P -0.675448 0.410372 -0.587986 -0.6 1.5 0.4 2.373
Al 0.096772 -3.846788 -0.111086 -0.9 0.5 0.4 1.241
F -2.814328 -4.074318 -0.145646 1.9 0.3 0.0 -0.550
F 1.803002 -5.094368 2.886685 -0.9 0.6 0.1 -0.528
F 3.434192 -1.950428 -0.104986 -0.7 0.4 0.2 -0.519
O 4.045672 -4.967338 2.990554 -0.4 3.2 -0.9 -0.785
O 2.653362 -3.245868 4.120545 0.2 1.0 -1.1 -0.810
O 4.916022 -3.505578 0.723704 -1.9 0.7 1.8 -0.808
O 4.156282 -1.560128 2.159864 -1.4 -3.4 -1.5 -0.790
O -0.006468 -0.920178 -0.583516 -0.3 0.4 -0.4 -1.076
N -0.531938 1.398772 -1.993526 1.1 -0.7 0.7 -0.622
N -2.352968 0.368222 -0.460116 -0.8 0.2 -0.3 -0.690
N 2.418882 -3.395618 1.436154 0.9 0.3 2.5 -1.063
N -0.075398 1.409772 0.718194 0.2 -1.1 -0.4 -0.621
C -3.130758 1.147572 0.549894 1.1 -0.3 0.1 -0.416
C 0.852362 0.783732 1.733474 -0.7 -0.1 -1.0 -0.418
C -3.150998 -0.246028 -1.572306 0.3 -1.1 0.7 -0.435
C 0.703902 1.375222 -2.753286 0.6 -0.6 -0.8 -0.448
C -1.297178 2.605282 -2.314736 -0.2 -1.1 0.6 -0.414
C 0.068242 2.876762 0.605424 -1.2 -0.2 0.3 -0.436
H -2.810648 0.928312 1.568504 0.2 -0.3 -0.1 0.235
H 1.876592 1.059152 1.482094 0.1 0.1 0.4 0.236
H 0.791072 -0.304278 1.757234 -0.2 0.1 -0.4 0.242
H -0.842468 3.316572 0.198884 0.0 -0.2 -0.3 0.213
H 0.102702 3.330492 1.595904 0.4 -0.3 0.2 0.249
H -4.198128 0.927402 0.531244 0.2 0.1 -0.6 0.250
H -3.966058 -0.847368 -1.169606 0.0 0.3 0.4 0.245
H -3.593888 0.422212 -2.310826 0.3 0.6 0.2 0.223
H -2.574168 -1.001228 -2.106195 0.4 0.3 0.0 0.238
H 0.912842 3.228702 0.013084 0.3 -0.3 0.0 0.225
H 0.516702 1.113292 2.716745 0.3 0.4 0.0 0.241
H 1.481212 1.927172 -2.224866 0.3 0.0 0.1 0.225
H 1.053362 0.377722 -3.019705 0.0 -0.2 0.7 0.251
H -1.427628 2.575992 -3.396506 -0.4 0.3 0.1 0.241
H -2.883308 2.200612 0.415834 -0.5 0.3 -0.1 0.206
H -0.716298 3.486282 -2.041755 0.0 0.2 -0.1 0.225
H 0.613012 1.826302 -3.741396 -0.5 0.4 0.2 0.233
H -2.236818 2.548042 -1.765276 -0.1 0.4 -0.3 0.219
```
Forces are in eV/Å.

Gap between HOMO and LUMO (eV): 2.51
Net charge: +1
F_max (eV/Å): 9.4
E_LUMO (hartree): -0.37853
Relative energy (zero: lowest compared OMol25 entry of this formula, charge and spin) (eV): 1.425

***

No. 2
Here is 2 unconnected molecules or ions with the total composition CH5OS from OMol25. Energies are from ωB97M-V with the def2-TZVPD basis set.

The geometry in XYZ format:
```
8
Properties=species:S:1:pos:R:3:forces:R:3:nbo_charge:R:1
S -1.626619 0.750991 0.620450 0.4 -0.5 0.1 -0.742
O -0.012810 -1.956714 -1.304225 0.5 0.0 -0.6 -0.962
C 0.172791 1.120497 0.555623 -0.2 0.6 -0.2 -0.754
H 0.449321 1.779986 1.380085 0.1 0.0 0.1 0.175
H -0.050220 -1.108774 -0.853573 -0.4 0.6 0.1 0.496
H 0.898934 0.298125 0.562351 -0.3 -0.3 0.1 0.156
H 0.357485 1.673056 -0.368985 0.2 0.1 0.0 0.174
H -0.188884 -2.557168 -0.591725 -0.3 -0.5 0.5 0.458
```
Forces are in eV/Å.

Gap between HOMO and LUMO (eV): 6.63
Net charge: -1
F_max (eV/Å): 0.8
E_LUMO (hartree): 0.16074
Relative energy (zero: lowest compared OMol25 entry of this formula, charge and spin) (eV): 0.297

***

No. 3
Here is a molecular structure, C20H36N2O8S in a non-equilibrium geometry from OMol25. Energies are from ωB97M-V with the def2-TZVPD basis set.

The geometry in XYZ format:
```
67
Properties=species:S:1:pos:R:3:forces:R:3:nbo_charge:R:1
S -1.894129 -2.338135 8.344827 -0.3 0.4 -0.5 0.874
O 4.129914 -0.440712 -2.603312 0.1 0.1 0.0 -0.543
O -1.253286 -3.321482 -2.439287 -0.1 0.1 0.0 -0.540
O -4.335963 4.312797 3.487069 0.2 -0.8 0.4 -0.711
O -1.011822 -0.628876 -1.066080 0.2 -0.5 0.2 -0.551
O -3.547622 -1.318325 -2.608425 0.1 -0.2 -0.4 -0.548
O 6.774267 1.074594 -2.498029 -0.1 -0.4 0.3 -0.547
O 4.134434 2.587143 -2.475681 -0.4 -0.3 -0.3 -0.548
O -2.846708 0.238756 2.816526 -0.3 -0.1 0.7 -0.716
N -2.943238 -1.039601 8.394660 1.7 -1.0 -3.8 -0.565
N -1.412875 -2.530315 6.751596 -2.8 3.1 1.0 -0.567
C -2.126411 -1.500054 6.133286 -0.3 1.1 -0.6 0.086
C 6.445169 0.045286 -3.417457 -0.2 0.2 0.0 -0.092
C 4.945374 -0.012974 -3.690802 0.0 0.2 -0.1 -0.080
C -2.111358 -1.141896 4.681099 -1.4 1.9 0.4 -0.251
C -3.749047 0.871191 5.091176 0.6 -1.6 2.6 -0.030
C 3.343068 3.192618 -3.481958 0.3 0.1 0.2 -0.253
C -3.774466 0.533704 6.527442 1.2 -1.1 -2.6 -0.201
C -0.703892 -2.120410 -2.974202 0.1 0.0 -0.2 -0.081
C -3.667380 -2.688863 -2.260846 0.2 0.1 0.2 -0.092
C 4.083268 0.377350 -1.437800 -0.1 0.0 0.1 -0.081
C -2.399050 -3.219766 -1.599289 0.0 0.1 0.2 -0.080
C -4.638625 2.073690 4.630728 0.2 0.3 0.5 -0.469
C 7.689271 0.681370 -1.492317 -0.1 0.3 -0.1 -0.252
C -0.057744 -1.176172 -1.966183 -0.4 0.1 -0.2 -0.092
C -2.896735 0.003344 4.196138 0.4 -2.0 1.8 0.285
C -2.976896 -0.642509 7.043486 -0.2 0.2 0.1 0.082
C -4.021631 -1.006589 -3.905169 0.0 0.2 0.3 -0.252
C -0.636255 -0.724375 0.296625 -0.2 0.2 -0.2 -0.255
C 3.403685 1.735468 -1.604460 0.5 -0.1 0.0 -0.092
C -4.066539 2.904316 3.409968 0.9 -1.1 -0.2 -0.063
H -2.941751 2.757420 3.380201 -1.2 0.1 0.0 0.175
H -4.444303 2.454468 2.441943 0.2 1.0 1.0 0.183
H 6.779401 -0.935298 -3.060584 0.0 0.1 0.1 0.172
H 0.084886 -2.443973 -3.660532 0.0 -0.1 0.1 0.188
H -4.499053 -2.774014 -1.551418 0.0 -0.3 0.0 0.174
H 6.967641 0.266250 -4.355514 -0.1 -0.2 -0.1 0.178
H -1.508393 -1.735212 3.941223 -0.8 0.7 0.9 0.244
H 4.581539 0.934855 -4.091655 0.2 0.1 0.1 0.180
H -4.405586 1.115815 7.239657 0.7 -0.6 -0.7 0.235
H 0.391703 -0.336285 -2.508043 0.2 -0.2 -0.2 0.177
H 5.073077 0.476099 -0.994950 0.1 0.2 -0.1 0.181
H 4.786417 -0.748285 -4.482868 0.0 -0.1 0.1 0.186
H 2.379085 1.583880 -1.956144 0.0 0.0 -0.1 0.171
H 2.908462 4.121858 -3.103381 -0.2 0.0 -0.1 0.173
H -3.699954 4.645451 4.146584 -0.5 0.0 -0.4 0.466
H -5.715119 1.746316 4.483782 1.3 0.3 -0.1 0.228
H -3.897089 -3.307432 -3.135531 0.0 0.1 0.0 0.172
H 3.994529 3.427331 -4.325921 0.0 0.0 0.1 0.189
H 3.362102 2.231030 -0.628004 -0.1 -0.2 0.1 0.179
H -3.674583 -0.021137 2.371420 0.4 0.1 0.5 0.491
H -1.434703 -1.604105 -3.594892 -0.1 0.2 0.2 0.178
H 7.535201 1.327723 -0.626424 0.0 0.1 -0.1 0.189
H -3.811085 -1.806729 -4.621244 -0.1 0.0 0.0 0.168
H -1.546318 -0.721362 0.897413 0.1 0.1 0.0 0.196
H 7.525832 -0.352003 -1.171499 0.0 0.0 -0.1 0.167
H -2.161327 -2.655560 -0.695236 -0.1 0.2 -0.1 0.179
H -2.607751 -4.238503 -1.264563 0.0 -0.1 -0.2 0.186
H 8.715756 0.808425 -1.849142 0.1 -0.2 0.1 0.172
H -5.096002 -0.801828 -3.872351 0.0 -0.1 -0.2 0.171
H 3.494471 -0.190735 -0.710181 -0.1 0.0 -0.1 0.184
H -0.028733 0.141849 0.573851 0.1 -0.1 0.2 0.171
H 2.551745 2.527687 -3.839912 0.0 0.0 0.0 0.167
H -0.091980 -1.649005 0.511101 0.1 0.0 0.0 0.166
H -4.679607 2.790756 5.510929 0.1 -0.8 -1.0 0.225
H -3.502577 -0.108981 -4.245951 -0.1 0.0 0.1 0.190
H 0.737288 -1.707339 -1.435497 0.0 0.0 0.1 0.175
```
Forces are in eV/Å.

Gap between HOMO and LUMO (eV): 7.83
Net charge: 0
F_max (eV/Å): 4.3
E_LUMO (hartree): -0.03702